{
  "formula": "C34H72O22S2",
  "method": "the ωB97M-V functional and the def2-TZVPD basis",
  "symbols": ["S", "S", "O", "O", "O", "O", "O", "O", "O", "O", "O", "O", "O", "O", "O", "O", "O", "O", "O", "O", "O", "O", "O", "O", "C", "C", "C", "C", "C", "C", "C", "C", "C", "C", "C", "C", "C", "C", "C", "C", "C", "C", "C", "C", "C", "C", "C", "C", "C", "C", "C", "C", "C", "C", "C", "C", "C", "C", "H", "H", "H", "H", "H", "H", "H", "H", "H", "H", "H", "H", "H", "H", "H", "H", "H", "H", "H", "H", "H", "H", "H", "H", "H", "H", "H", "H", "H", "H", "H", "H", "H", "H", "H", "H", "H", "H", "H", "H", "H", "H", "H", "H", "H", "H", "H", "H", "H", "H", "H", "H", "H", "H", "H", "H", "H", "H", "H", "H", "H", "H", "H", "H", "H", "H", "H", "H", "H", "H", "H", "H"],
  "xyz": [[0.6334, 3.6686, -0.8568], [-1.2760, -3.0860, -0.2176], [-1.4884, -2.1406, 0.9055], [1.2293, 4.9788, -1.1011], [1.4647, 2.4517, -0.8239], [4.0021, -0.8793, -3.7747], [0.8739, -0.6071, -5.6287], [-2.2187, -4.2037, -0.5149], [-0.2065, 3.9158, 0.6409], [0.7973, -0.2113, -0.6252], [-4.7742, -0.4233, 0.5120], [0.8681, 5.6786, -3.7806], [-0.3277, 1.1172, -6.2409], [0.1956, 0.9999, -3.9943], [-2.1742, 0.6842, 3.8918], [1.2616, 3.6983, -3.0605], [-0.1165, -0.2764, 1.3412], [-1.2779, 0.7839, -0.2453], [0.2287, -3.7947, 0.0562], [1.5486, 4.1209, -5.3106], [3.4553, -0.9101, 1.6798], [0.5586, -0.9195, 5.6949], [0.8855, -0.7579, 7.9342], [2.5150, -1.6857, 6.5642], [-3.3509, 1.3976, 0.0721], [-4.6742, 1.5764, -0.5862], [1.4069, -1.1949, 6.7401], [1.5794, 2.3021, -3.1077], [4.1129, -2.1446, 1.3067], [-2.5503, -0.6378, 4.1647], [-1.8153, 3.4027, 2.3697], [0.5154, -5.1256, -0.3165], [-3.3540, -0.1213, 0.2358], [-4.5309, 0.4887, 3.3851], [0.8829, 0.1495, -2.0058], [0.6987, 6.6884, -4.7625], [-4.0856, -0.5697, 4.3826], [2.7991, -2.4347, -2.6009], [2.9993, -3.2124, 1.1893], [1.6173, -1.4196, -4.7552], [0.2443, 0.5415, -5.1586], [-0.9273, -2.1221, -1.7830], [-1.1491, -0.2072, 2.3034], [-0.8025, 3.3340, -2.0026], [3.6160, -2.1854, -3.8470], [-1.1044, 2.3107, -6.2114], [1.7909, -0.6677, 9.0185], [1.7231, -5.6749, 0.5387], [1.7745, -2.4401, 1.4318], [-3.3547, 1.4984, 3.5273], [-0.2982, 0.1819, 0.1279], [0.9700, -1.2832, 4.3156], [2.1742, -1.2853, 2.2451], [3.9248, -0.3953, -2.4255], [-1.2395, 2.9612, 0.9794], [-5.6281, 0.6692, 0.2395], [3.5906, -1.5920, -1.6447], [1.2990, 4.4657, -4.1410], [3.1325, -1.4583, -0.6647], [-1.6802, -1.3339, -1.7868], [-4.8789, 2.6419, -0.6909], [1.4759, -2.0500, 0.4588], [3.1505, -2.4356, -4.8003], [1.5145, -0.4217, 2.1609], [0.9288, -3.0393, 1.7690], [0.3694, -0.7304, 3.5932], [2.4652, -1.5191, 9.1112], [1.5318, 1.8500, -4.0983], [3.2299, -4.0150, 1.8899], [1.4179, 6.6398, -5.5801], [2.3471, -0.7863, -4.2507], [-0.2398, 6.6866, -5.3170], [-6.5390, 0.3457, -0.2642], [4.5217, -2.7895, -3.7942], [1.8097, 0.7189, -2.0759], [-2.0845, -1.0152, 5.0750], [-1.0463, 3.1783, 3.1090], [-2.7523, 2.8743, 2.5453], [-3.2816, 1.8270, 1.0716], [-0.4817, 3.2049, -6.2375], [2.2076, -2.1736, -5.2760], [0.9513, -0.7603, -2.6023], [4.3869, -2.0177, 0.2593], [-2.7112, -0.5644, 0.9964], [-5.5681, 0.8121, 3.4727], [-0.8853, -0.4922, 3.3218], [-3.0041, -0.5905, -0.6837], [-2.0455, -0.7889, 2.0888], [3.0586, 0.2316, -2.2136], [-3.5124, 2.0924, 4.4275], [-1.7702, 2.3397, -5.3488], [-2.1192, 4.4457, 2.4584], [2.5669, 2.1022, -2.6917], [2.0217, -1.0780, 4.1154], [-1.6963, 2.2689, -7.1257], [-2.1914, -1.2416, 3.3312], [0.0698, -1.6843, -1.8297], [4.9962, -2.4363, 1.8749], [2.9147, -3.7028, 0.2195], [2.8056, -3.4574, -2.2237], [-2.4734, 1.7342, -0.4801], [2.6899, -5.1841, 0.4264], [-5.9002, 1.2963, 1.0885], [-0.8919, 1.9337, 1.0867], [2.4229, 0.2202, 8.9970], [0.9806, 1.8385, -2.3238], [-1.5704, 4.1017, -1.9073], [0.8056, -4.9938, -1.3588], [-0.3690, -5.7599, -0.3763], [1.7949, -2.0149, -2.6600], [-0.4433, 3.4500, -3.0251], [0.0035, 0.7207, -2.3033], [-4.4585, -1.5850, 4.2479], [2.4137, -1.4733, 3.2917], [1.1919, -0.5978, 9.9264], [-3.1893, 2.0028, 2.5752], [4.4997, -2.1356, -1.3876], [-1.1512, 2.3346, -1.7422], [-4.7685, 1.2002, -1.6049], [1.1095, -1.8806, -3.9080], [4.9108, -0.0561, -2.1081], [1.5111, -5.7363, 1.6061], [-2.0541, 3.0165, 0.2573], [-4.3995, -0.2421, 5.3737], [0.8738, 7.6445, -4.2692], [0.9019, -2.3472, 4.0892], [-4.5615, 0.0261, 2.3986], [-1.4337, 0.8449, 2.3201], [-1.1813, -2.7517, -2.6358], [1.8382, -6.7407, 0.3414]],
  "forces_ev_per_a": [[-0.94, 1.95, 1.93], [0.15, -1.89, 0.03], [0.42, -4.09, -3.29], [-0.91, -1.80, 1.79], [-1.40, 2.71, 3.09], [1.10, 2.74, -0.33], [-2.02, 2.16, 0.21], [1.96, 2.92, 0.76], [1.43, -0.92, -2.34], [-1.24, 0.15, 1.61], [0.54, -1.01, 0.03], [-0.13, -0.23, 0.04], [1.07, -1.22, 0.59], [-3.24, -4.21, -6.86], [-2.76, 2.27, 2.42], [3.05, 0.04, -2.99], [0.77, -0.23, -0.92], [4.61, -2.78, -1.38], [-2.97, 1.37, 0.10], [-0.34, 0.60, 2.72], [0.64, -0.65, -0.29], [-0.22, -0.49, 0.88], [0.14, -0.44, -2.09], [-1.72, 0.60, 0.84], [-1.20, -1.19, -0.44], [-1.71, 0.70, -0.54], [1.15, 0.18, -1.50], [2.67, 1.48, -1.10], [-0.76, 0.31, -1.74], [-2.68, -0.45, 2.42], [1.04, 1.12, -1.57], [1.36, -0.56, -0.87], [-1.63, 0.40, -0.05], [0.74, -0.90, -0.32], [-0.60, -0.92, 2.21], [0.81, 0.62, -1.03], [0.24, -0.80, -0.18], [0.05, -0.66, 0.99], [2.04, -0.44, 0.75], [-1.36, 1.58, -0.08], [-0.98, 0.02, 0.21], [-1.15, -0.84, 0.73], [0.25, 2.85, -2.04], [-0.43, 0.36, 0.70], [2.22, -3.28, 0.78], [-0.22, 0.18, 0.24], [0.55, -0.14, 0.92], [-1.29, -1.06, -0.18], [-1.70, 0.17, -0.06], [-1.91, -3.39, 1.48], [1.73, -1.40, -0.78], [0.09, 0.30, 3.34], [2.98, 0.88, -1.06], [0.53, -0.28, 0.47], [-0.34, 2.23, 1.93], [1.34, 1.66, -0.87], [0.47, -1.75, 1.46], [0.03, -0.39, -2.72], [-0.50, 0.70, -0.62], [0.17, 0.12, 0.14], [-0.72, 0.08, 0.37], [-0.11, 0.16, 0.33], [2.70, -0.53, 1.67], [0.99, -0.41, 0.14], [0.37, 0.43, 0.51], [1.04, -0.25, 1.39], [-0.22, -0.16, -0.28], [1.31, 1.98, 0.84], [-0.36, 0.04, 0.30], [0.44, -0.40, 0.28], [-0.64, 0.28, -0.78], [-0.46, -0.32, 0.70], [0.17, -0.10, -0.09], [0.22, -0.44, 0.22], [-1.13, -1.18, 0.27], [0.33, 0.26, 0.15], [-0.37, -0.07, 0.36], [2.66, 3.27, -0.36], [-0.62, 0.04, -0.67], [0.18, -0.19, 0.12], [-3.15, 1.20, -1.65], [-0.16, 0.98, 0.28], [1.04, 0.23, 1.08], [-1.63, 0.71, -0.87], [0.23, 0.60, 0.69], [1.25, 0.36, -2.04], [-0.70, -0.10, -0.26], [1.63, 0.61, -0.46], [1.59, 0.62, -0.90], [-0.03, 0.88, -0.57], [0.05, -0.07, 0.08], [0.56, 0.33, -0.44], [0.55, 0.95, -0.20], [-1.86, 1.52, 3.81], [0.02, -0.01, 0.13], [-1.90, -1.07, 1.71], [-0.84, -1.09, 0.59], [-0.28, 0.23, 0.51], [0.68, 0.88, -0.07], [-0.33, -0.16, -0.42], [-2.66, 0.23, -0.21], [-0.83, -0.74, -0.39], [-0.16, -0.58, 0.77], [0.17, 1.53, 0.12], [-0.14, 0.16, -0.47], [0.08, 2.12, -2.62], [0.02, -0.06, 0.74], [0.49, -0.64, -0.26], [0.02, -0.03, 0.73], [0.89, -1.11, 0.63], [-0.91, -0.66, 0.84], [0.19, -0.97, 1.00], [-0.49, 0.10, -0.21], [1.34, -1.51, -3.59], [-0.14, -0.10, -0.19], [-1.55, -3.00, 1.61], [0.19, -0.17, -0.46], [-0.15, 0.31, -0.27], [0.85, -0.15, -0.24], [-1.25, -0.16, -1.62], [-0.32, 0.81, -0.27], [-0.32, 0.64, 0.10], [0.89, 0.51, 0.18], [0.55, -0.11, 0.31], [-0.34, -0.18, 0.14], [-0.41, -0.21, 0.58], [0.50, 0.16, 0.04], [0.72, -0.79, -0.63], [0.27, -0.35, 0.22], [0.01, -0.07, -0.64]],
  "e_tot_ev": -103112.0585,
  "homo_energy_ev": -8.81,
  "homo_lumo_gap_ev": 9.02,
  "relative_energy_kcal_mol": 526.4
}